Formula: C5H10N2
Source: the OMol25 dataset
Level of theory: wB97M-V/def2-TZVPD

```
! RIJCOSX wB97M-V def2-TZVPD def2/J DEFGRID3
* xyz 0 1
N 0.577 0.133 -1.499
N -0.027 -1.331 1.262
C 0.238 1.289 -0.691
C -1.018 -0.707 0.401
C -0.696 0.175 -0.762
C 0.979 1.688 0.523
C -0.782 -2.164 0.344
H -1.544 0.350 -1.411
H 0.898 -1.156 0.886
H 0.003 2.187 -1.389
H 1.264 -0.458 -1.038
H 1.517 2.416 -0.146
H -1.457 -2.867 0.816
H -1.885 -0.366 0.953
H 1.744 1.075 1.001
H -0.287 -2.533 -0.548
H 0.475 2.268 1.300
*
```

Calculated values
**Orbital gap**: 10.34 eV
**Highest occupied orbital energy**: -0.3369 Ha
**DFT total energy**: -8324.417 eV